Entry 1:
Entry from OMol25: a 7-piece molecular cluster, C18H40NO12P overall (ωB97M-V/def2-TZVPD).

```
72
C18H40NO12P, DFT ωB97M-V/def2-TZVPD
N -0.001 0.530 -0.597
H 0.679 1.002 -0.256
H -0.853 0.284 -0.064
H 0.573 -0.308 -0.801
H -0.187 1.045 -1.568
P 2.402 1.096 -2.452
O 1.793 2.337 -2.009
O 2.666 0.076 -1.341
O 3.556 1.221 -3.349
O 1.411 0.297 -3.193
O 0.475 0.663 2.523
C 1.206 0.281 3.369
O 2.539 0.441 3.280
C 3.073 0.955 2.127
C 4.519 0.528 2.207
C 0.681 -0.359 4.633
H 3.080 2.041 2.053
H 2.685 0.620 1.188
H 5.040 0.768 3.229
H 5.145 1.059 1.478
H 4.436 -0.500 1.916
H 1.473 -0.463 5.312
H 0.497 -1.342 4.532
H -0.028 0.168 5.100
O -0.355 -4.077 -1.943
C -0.909 -2.957 -1.857
O -1.378 -2.422 -0.746
C -1.295 -3.171 0.392
C -1.566 -2.433 1.638
C -0.887 -2.081 -3.136
H -0.366 -3.723 0.324
H -1.969 -4.069 0.468
H -1.655 -2.699 2.720
H -2.612 -2.198 1.699
H -0.962 -1.451 1.682
H -0.722 -0.980 -2.843
H -1.748 -2.250 -3.746
H -0.106 -2.181 -3.789
O -3.538 2.960 -3.356
C -2.665 2.146 -3.071
O -2.880 1.151 -2.099
C -4.235 1.029 -1.548
C -4.371 -0.140 -0.564
C -1.285 2.092 -3.599
H -4.892 1.074 -2.369
H -4.301 1.887 -0.967
H -3.726 0.084 0.272
H -4.016 -0.955 -1.134
H -5.464 -0.220 -0.316
H -1.014 0.885 -3.665
H -0.430 2.453 -3.006
H -1.399 2.441 -4.609
C -0.093 3.897 0.729
C -1.495 3.541 0.420
O -2.112 2.488 0.848
C -2.185 4.594 -0.536
H 0.568 3.332 -0.018
H 0.320 3.560 1.765
H -0.029 4.877 0.755
H -2.693 5.486 -0.038
H -3.055 3.979 -0.921
H -1.371 4.939 -1.351
C 1.917 -2.881 2.066
C 2.341 -3.891 0.983
O 1.863 -5.137 1.207
C 3.406 -3.444 -0.071
H 1.537 -2.005 1.375
H 2.631 -2.582 2.841
H 1.189 -3.401 2.833
H 4.323 -3.228 0.243
H 3.048 -2.537 -0.572
H 3.758 -4.244 -0.709
```

## Properties
Net charge ... -2
Gap between HOMO and LUMO ... 2.667 eV
Maximum force ... 9.13 eV/A

Mulliken atomic charge list, values in e, 5 entries: atom 1 (N): 1.068, atom 2 (H): 0.062, atom 3 (H): 0.012, atom 4 (H): 0.012, atom 5 (H): -0.597

Entry 2:
Entry from OMol25: a 3-piece molecular cluster, C18H40O10S overall (ωB97M-V/def2-TZVPD).

```
69
C18H40O10S, DFT ωB97M-V/def2-TZVPD
C -1.790 2.740 0.191
C -0.379 2.971 -0.469
C 0.742 2.049 0.107
C 1.130 2.470 1.571
C 0.762 1.457 2.704
O -0.520 1.759 3.270
C 0.764 -0.034 2.295
O -0.240 -0.310 1.299
S 0.346 0.284 -0.117
O -0.685 0.052 -1.159
O 1.610 -0.389 -0.512
H -1.983 3.575 0.884
H -1.837 1.766 0.700
H -2.556 2.818 -0.601
H -0.120 4.039 -0.403
H -0.491 2.731 -1.544
H 1.631 2.233 -0.521
H 2.223 2.645 1.605
H 0.654 3.432 1.838
H 1.496 1.560 3.526
H -0.362 2.492 3.862
H 0.465 -0.602 3.196
H 1.770 -0.398 2.028
C -2.955 3.387 -9.341
O -2.243 3.039 -8.174
C -1.514 4.137 -7.646
C -1.176 3.898 -6.186
O -2.257 4.176 -5.302
C -3.318 3.225 -5.289
C -2.959 1.933 -4.577
O -2.200 1.090 -5.429
C -1.444 0.148 -4.695
H -2.271 3.721 -10.129
H -3.488 2.502 -9.686
H -3.688 4.172 -9.125
H -2.098 5.060 -7.738
H -0.587 4.235 -8.226
H -0.392 4.606 -5.907
H -0.779 2.896 -6.021
H -3.696 3.041 -6.295
H -4.122 3.704 -4.725
H -3.878 1.397 -4.306
H -2.394 2.165 -3.667
H -0.725 0.657 -4.044
H -0.891 -0.469 -5.403
H -2.098 -0.494 -4.097
C -0.352 -5.192 7.110
O 0.554 -5.099 6.032
C 0.086 -4.223 5.017
C 1.237 -3.762 4.142
O 2.001 -2.706 4.721
C 2.859 -3.071 5.798
C 4.092 -3.836 5.353
O 3.775 -5.202 5.130
C 4.708 -5.830 4.275
H -1.319 -5.583 6.774
H 0.070 -5.874 7.846
H -0.489 -4.213 7.584
H -0.403 -3.350 5.464
H -0.641 -4.772 4.406
H 0.812 -3.339 3.228
H 1.877 -4.593 3.843
H 2.311 -3.603 6.576
H 3.192 -2.123 6.229
H 4.854 -3.792 6.142
H 4.491 -3.382 4.440
H 4.707 -5.353 3.289
H 4.405 -6.869 4.155
H 5.714 -5.798 4.706
```

## Properties
Gap between HOMO and LUMO ... 9.419 eV
Maximum force ... 5.34 eV/A

natural (NBO) atomic charge list, values in e, 5 entries: atom 1 (C): -0.620, atom 2 (C): -0.403, atom 3 (C): -0.463, atom 4 (C): -0.434, atom 5 (C): 0.070

Entry 3:
Entry from OMol25: C18H40OP2SiTc as an isolated structure (ωB97M-V/def2-TZVPD).

```
63
C18H40OP2SiTc, DFT ωB97M-V/def2-TZVPD
P -0.049 -2.009 -1.340
P -0.125 1.420 -3.238
C -0.428 -1.291 -3.369
C 0.327 -0.138 -4.057
H -1.514 -1.091 -3.355
H -0.269 -2.178 -4.008
H 1.434 -0.256 -4.052
H 0.017 -0.007 -5.120
C -1.634 2.187 -3.789
H -1.971 2.881 -3.002
H -2.413 1.449 -4.016
H -1.314 2.729 -4.704
C 1.059 2.773 -3.668
H 0.689 3.104 -4.663
H 2.118 2.417 -3.668
H 0.936 3.596 -2.915
C -1.424 -3.213 -1.607
H -1.438 -3.882 -0.698
H -1.210 -3.709 -2.565
H -2.319 -2.577 -1.689
C 1.394 -2.863 -2.117
H 2.192 -2.162 -2.395
H 1.098 -3.402 -3.036
H 1.791 -3.556 -1.377
Tc -0.721 -2.431 0.756
C 0.474 2.895 1.200
C -0.841 2.782 0.964
C -1.698 2.105 -0.050
C -1.047 0.812 -0.617
C -0.006 1.437 -1.532
C 1.298 1.173 -1.115
C 2.205 2.212 -0.614
C 1.780 2.229 0.893
C 0.199 -4.095 1.705
H 0.715 3.754 1.856
H -1.441 3.551 1.527
H -1.777 2.859 -0.844
H -2.715 1.897 0.312
H -0.545 0.246 0.214
H -1.777 0.097 -1.069
H -2.035 -3.246 1.366
H 1.422 0.216 -0.544
H 2.008 3.168 -1.101
H 3.276 1.954 -0.721
H 1.909 1.187 1.245
H 2.561 2.790 1.439
H 1.003 -3.679 2.360
H 0.631 -4.740 0.917
H -0.446 -4.708 2.365
C 1.482 -0.813 4.877
Si -0.151 -0.635 3.863
C -1.338 -1.311 5.201
C -0.394 1.267 3.874
O -0.316 -1.324 2.404
H 1.308 -0.625 5.948
H 2.278 -0.115 4.586
H 1.908 -1.821 4.803
H -1.134 -0.923 6.209
H -2.378 -1.054 4.970
H -1.274 -2.407 5.256
H 0.377 1.786 3.287
H -1.353 1.516 3.399
H -0.399 1.766 4.857
```

## Properties
Net charge ... +2
Gap between HOMO and LUMO (alpha / beta) ... 6.761 / 5.679 eV
Spin multiplicity ... 4
Maximum force ... 8.04 eV/A

natural (NBO) atomic charge list, values in e, 5 entries: atom 1 (P): 0.757, atom 2 (P): 1.613, atom 3 (C): -0.513, atom 4 (C): -0.779, atom 5 (H): 0.215

Entry 4:
Entry from OMol25: C18H41AlN2OP3S as an isolated structure (ωB97M-V/def2-TZVPD).

```
67
C18H41AlN2OP3S, DFT ωB97M-V/def2-TZVPD
Al -0.244 -0.452 0.847
P 0.649 -2.241 1.905
P 1.406 1.336 2.192
P -1.954 -1.330 -0.687
H 1.616 3.305 -0.433
C 0.677 3.257 -1.007
C -0.523 3.269 -0.448
H -0.811 3.624 0.569
C 2.132 -2.529 0.881
C 1.191 -2.085 3.625
C -0.363 -3.752 1.861
C 1.614 3.166 2.104
C 1.168 1.399 4.043
C 3.211 0.927 2.117
C -3.015 -0.196 -1.641
C -3.245 -2.149 0.312
C -1.201 -2.613 -1.781
H 0.836 2.969 -2.036
H -1.405 2.816 -0.958
H 2.601 -3.456 1.249
H 2.825 -1.671 0.972
H 1.826 -2.636 -0.176
H 1.433 -3.098 3.987
H 0.384 -1.667 4.252
H 2.080 -1.437 3.686
H 0.164 -4.497 2.483
H -0.461 -4.111 0.821
H -1.367 -3.570 2.292
H 2.540 3.452 2.622
H 0.742 3.631 2.574
H 1.674 3.589 1.104
H 2.083 1.830 4.496
H 0.984 0.418 4.505
H 0.320 2.062 4.293
H 3.753 1.723 2.651
H 3.524 0.919 1.059
H 3.428 -0.049 2.576
H -3.385 -0.688 -2.554
H -2.503 0.736 -1.924
H -3.890 0.069 -1.021
H -4.054 -2.528 -0.321
H -3.697 -1.437 1.015
H -2.849 -2.989 0.892
H -1.684 -2.543 -2.770
H -1.407 -3.601 -1.328
H -0.100 -2.519 -1.915
C 0.610 0.623 -4.688
C 1.472 -0.195 -5.463
C 1.616 0.104 -6.836
C 1.052 1.265 -7.417
C 0.424 2.187 -6.545
C 0.282 1.921 -5.176
S -0.177 0.159 -3.134
H 0.766 -0.443 -2.281
H 1.997 -1.042 -4.929
H 2.136 -0.600 -7.504
H 1.032 1.424 -8.516
H -0.006 3.108 -6.970
H -0.101 2.664 -4.412
N -2.466 1.667 3.503
C -2.048 0.529 2.987
N -2.156 -0.680 3.568
O -1.521 0.602 1.799
H -2.952 1.764 4.375
H -2.382 2.539 2.987
H -1.709 -1.507 3.182
H -2.572 -0.740 4.483
```

## Properties
Net charge ... +3
Gap between HOMO and LUMO ... 4.647 eV
Maximum force ... 3.74 eV/A

natural (NBO) atomic charge list, values in e, 5 entries: atom 1 (Al): 1.392, atom 2 (P): 0.732, atom 3 (P): 0.860, atom 4 (P): 0.858, atom 5 (H): 0.179

Entry 5:
Entry from OMol25: C18H41CeOP3S as an isolated structure (ωB97M-V/def2-TZVPD).

```
65
C18H41CeOP3S, DFT ωB97M-V/def2-TZVPD
Ce 0.538 -1.099 0.089
P -0.354 1.497 1.988
P -2.540 -1.262 0.355
P 2.687 0.796 0.631
H 1.962 -2.995 -3.183
C 2.418 -2.441 -2.305
C 2.445 -2.853 -0.823
H 1.884 -3.785 -0.640
C -0.940 3.108 1.219
C -1.808 1.254 3.093
C 0.737 2.184 3.330
C -3.161 -2.852 -0.307
C -3.783 -1.019 1.709
C -3.039 0.061 -0.802
C 3.991 0.155 -0.491
C 3.752 1.103 2.079
C 2.450 2.493 -0.038
H 3.440 -2.084 -2.604
H 3.473 -2.795 -0.376
H -1.151 3.833 2.023
H -1.857 2.880 0.653
H -0.160 3.478 0.537
H -1.752 1.868 4.004
H -1.844 0.200 3.390
H -2.721 1.526 2.555
H 0.144 2.783 4.039
H 1.533 2.825 2.935
H 1.195 1.352 3.888
H -4.250 -2.918 -0.319
H -2.854 -3.672 0.351
H -2.782 -3.063 -1.309
H -4.568 -0.306 1.427
H -3.315 -0.601 2.608
H -4.282 -1.961 1.987
H -3.743 -0.328 -1.552
H -2.160 0.466 -1.326
H -3.509 0.882 -0.232
H 4.595 0.985 -0.871
H 3.570 -0.385 -1.342
H 4.637 -0.553 0.047
H 4.492 1.880 1.843
H 4.273 0.174 2.343
H 3.164 1.419 2.946
H 3.373 2.815 -0.536
H 2.189 3.193 0.766
H 1.627 2.485 -0.760
C -0.117 -0.326 -3.484
C -0.399 1.051 -3.644
C -1.322 1.438 -4.597
C -2.010 0.416 -5.307
C -1.949 -0.927 -4.893
C -1.053 -1.284 -3.897
S 1.211 -0.600 -2.447
H 0.060 0.860 -0.665
H 0.107 1.774 -2.976
H -1.414 2.511 -4.827
H -2.659 0.681 -6.138
H -2.580 -1.718 -5.327
H -0.997 -2.267 -3.422
C 0.908 -1.758 3.331
O 0.671 -2.476 2.115
H -0.042 -1.347 3.695
H 1.588 -0.933 3.089
H 1.351 -2.404 4.096
H 0.649 -3.414 2.282
```

## Properties
Net charge ... +3
Gap between HOMO and LUMO (alpha / beta) ... 6.701 / 4.622 eV
Spin multiplicity ... 2
Maximum force ... 2.77 eV/A

Mulliken atomic charge list, values in e, 5 entries: atom 1 (Ce): 0.297, atom 2 (P): 0.845, atom 3 (P): 0.962, atom 4 (P): 1.303, atom 5 (H): 0.395

Entry 6:
Entry from OMol25: C18H41CeOP3S as an isolated structure (ωB97M-V/def2-TZVPD).

```
65
C18H41CeOP3S, DFT ωB97M-V/def2-TZVPD
Ce 0.056 -0.294 1.340
P -0.852 2.047 2.847
P -2.686 -0.659 0.636
P 2.564 1.092 1.053
H -0.077 -2.665 -8.039
C 0.946 -2.889 -7.715
C 1.279 -4.094 -7.233
H 0.541 -4.898 -7.140
C -1.283 3.517 1.825
C -2.339 1.863 3.885
C 0.334 2.757 4.042
C -2.696 -2.128 -0.448
C -3.888 -1.043 1.946
C -3.466 0.647 -0.396
C 3.649 0.275 -0.163
C 3.643 1.255 2.513
C 2.428 2.799 0.397
H 1.694 -2.103 -7.865
H 2.315 -4.342 -6.976
H -1.575 4.367 2.464
H -2.107 3.252 1.146
H -0.423 3.790 1.196
H -2.443 2.714 4.574
H -2.256 0.936 4.466
H -3.234 1.770 3.259
H -0.159 3.517 4.667
H 1.188 3.204 3.516
H 0.724 1.956 4.686
H -3.704 -2.560 -0.529
H -2.009 -2.883 -0.041
H -2.303 -1.876 -1.441
H -4.876 -0.602 1.753
H -3.512 -0.646 2.900
H -3.977 -2.132 2.056
H -4.327 0.272 -0.975
H -2.699 1.027 -1.088
H -3.773 1.489 0.244
H 4.637 0.754 -0.222
H 3.166 0.273 -1.146
H 3.748 -0.785 0.102
H 4.474 1.957 2.346
H 4.048 0.266 2.766
H 3.053 1.589 3.376
H 3.384 3.158 -0.017
H 2.078 3.476 1.189
H 1.664 2.806 -0.395
C 0.681 -1.566 -2.138
C 0.524 -0.225 -2.525
C 0.207 0.091 -3.844
C 0.077 -0.935 -4.788
C 0.196 -2.276 -4.407
C 0.485 -2.601 -3.079
S 1.117 -1.982 -0.541
H -0.306 1.096 0.039
H 0.652 0.556 -1.780
H 0.077 1.134 -4.124
H -0.114 -0.686 -5.832
H 0.097 -3.057 -5.153
H 0.578 -3.623 -2.749
C 0.830 -1.077 4.529
O 0.617 -1.700 3.244
H -0.090 -0.531 4.783
H 1.625 -0.315 4.458
H 1.064 -1.853 5.263
H 0.732 -2.676 3.283
```

## Properties
Net charge ... +3
Gap between HOMO and LUMO (alpha / beta) ... 5.199 / 3.864 eV
Spin multiplicity ... 2
Maximum force ... 1.77 eV/A

Mulliken atomic charge list, values in e, 5 entries: atom 1 (Ce): -0.042, atom 2 (P): 0.767, atom 3 (P): 1.068, atom 4 (P): 1.044, atom 5 (H): 0.313

Entry 7:
Entry from OMol25: a 3-piece molecular cluster, C18H41ClFN3O5PS overall (ωB97M-V/def2-TZVPD).

```
71
C18H41ClFN3O5PS, DFT ωB97M-V/def2-TZVPD
C -3.260 0.245 1.164
O -3.772 -1.059 0.989
C -3.894 -1.454 -0.370
C -3.270 -2.833 -0.548
C -1.779 -2.897 -0.185
C -0.809 -2.824 -1.367
C -0.852 -1.501 -2.108
O -0.156 -0.521 -1.411
P 0.396 0.781 -2.429
C -1.325 1.526 -2.519
F 0.675 1.638 -1.031
S 2.470 -0.178 -2.012
C 1.194 2.143 -3.465
C 1.179 2.179 -5.001
C 2.090 1.129 -5.638
C -0.201 2.171 -5.659
O 0.098 -0.250 -3.813
C -0.363 -1.488 -3.569
N -1.436 -1.838 -4.464
Cl 1.014 -2.726 -3.859
H -3.453 0.534 2.197
H -2.181 0.286 0.973
H -3.755 0.963 0.500
H -4.957 -1.477 -0.641
H -3.409 -0.717 -1.015
H -3.427 -3.168 -1.581
H -3.830 -3.523 0.088
H -1.583 -3.824 0.357
H -1.556 -2.091 0.516
H 0.212 -2.961 -1.003
H -0.993 -3.645 -2.068
H -1.899 -1.173 -2.212
H -1.272 2.593 -2.302
H -1.957 1.069 -1.754
H -1.785 1.373 -3.494
H 3.074 -0.094 -3.204
H 2.237 2.183 -3.143
H 0.727 3.058 -3.092
H 1.618 3.153 -5.261
H 1.652 0.133 -5.574
H 2.256 1.365 -6.694
H 3.065 1.110 -5.145
H -0.860 2.912 -5.199
H -0.670 1.191 -5.589
H -0.105 2.430 -6.718
H -1.055 -2.254 -5.305
H -2.014 -2.546 -4.021
C 0.669 -1.951 2.215
O 0.261 -2.761 3.037
N 1.688 -1.104 2.429
C 2.118 -0.159 1.413
C 2.358 -1.138 3.715
H 0.231 -1.848 1.210
H 3.156 -0.336 1.130
H 2.020 0.867 1.773
H 1.497 -0.271 0.527
H 2.788 -2.124 3.898
H 1.652 -0.931 4.520
H 3.138 -0.382 3.735
C 2.740 1.912 6.750
O 3.003 1.385 5.690
N 1.506 1.926 7.297
C 1.228 2.571 8.558
C 0.431 1.266 6.574
H 3.495 2.434 7.365
H 0.848 1.857 9.293
H 0.490 3.368 8.440
H 2.146 3.008 8.948
H 0.648 0.206 6.439
H 0.303 1.705 5.585
H -0.491 1.374 7.141
```

## Properties
Net charge ... -1
Gap between HOMO and LUMO ... 6.579 eV
Maximum force ... 0.50 eV/A

Mulliken atomic charge list, values in e, 5 entries: atom 1 (C): -0.454, atom 2 (O): -0.397, atom 3 (C): -0.095, atom 4 (C): -0.992, atom 5 (C): -0.184